DFT (ωB97M-V with the def2-TZVPD basis set) results for a molecular structure, C6H10O.

XYZ file:
```
17
Properties=species:S:1:pos:R:3:nbo_charge:R:1
C -2.08 -0.20 0.34 -0.63
C -0.64 -0.09 0.82 0.11
O -0.07 -1.42 1.13 -0.52
C 1.02 -1.15 0.26 0.09
C 0.59 -0.87 -1.15 -0.45
C 0.51 0.23 -0.13 -0.10
C 1.22 1.56 -0.18 -0.61
H -2.51 0.78 0.11 0.21
H -2.16 -0.83 -0.56 0.21
H -2.68 -0.66 1.13 0.22
H -0.60 0.56 1.70 0.18
H 2.00 -1.56 0.49 0.20
H 1.42 -0.76 -1.84 0.22
H -0.30 -1.34 -1.56 0.21
H 0.80 2.26 -0.92 0.21
H 1.19 2.05 0.80 0.21
H 2.28 1.41 -0.43 0.22
```

DFT total energy, eV: -8429.630
Charge: 0
ΔE to the lowest compared entry with this formula, charge and spin, kJ/mol: 155.4
Highest occupied orbital energy, eV: -9.0